{
  "formula": "C35H58BBr33ClFIN4O6S",
  "method": "ωB97M-V with the def2-TZVPD basis set",
  "lumo_ev": -2.026,
  "gap_ev": 9.04,
  "total_charge": 1,
  "species": ["C", "C", "O", "C", "C", "B", "O", "C", "C", "N", "C", "C", "C", "N", "C", "C", "C", "N", "C", "C", "C", "I", "C", "N", "C", "C", "O", "C", "O", "C", "F", "C", "C", "C", "C", "S", "O", "O", "Cl", "H", "H", "H", "H", "H", "H", "H", "H", "H", "H", "H", "H", "H", "H", "H", "H", "H", "H", "H", "H", "H", "H", "H", "H", "H", "H", "H", "H", "H", "H", "H", "H", "H", "H", "H", "H", "H", "H", "H", "H", "H", "H", "H", "H", "H", "H", "H", "C", "Br", "Br", "Br", "H", "C", "Br", "Br", "Br", "H", "C", "Br", "Br", "Br", "H", "C", "Br", "Br", "Br", "H", "C", "Br", "Br", "Br", "H", "C", "Br", "Br", "Br", "H", "C", "Br", "Br", "Br", "H", "C", "Br", "Br", "Br", "H", "C", "Br", "Br", "Br", "H", "C", "Br", "Br", "Br", "H", "C", "Br", "Br", "Br", "H"],
  "xyz": [[-3.158, -4.836, -0.884], [-3.769, -3.434, -0.952], [-2.930, -2.422, -0.396], [-2.098, -1.861, -1.409], [-0.966, -1.045, -0.793], [-0.218, -0.434, -2.142], [0.569, 0.677, -1.946], [-0.367, -0.995, -3.619], [-1.510, -0.327, -4.437], [-1.530, -0.016, 0.094], [-2.748, 0.629, -0.267], [-2.795, 1.344, -1.602], [-3.933, 1.048, -2.524], [-1.946, 2.213, -1.961], [-1.094, 0.166, 1.481], [-2.245, 0.244, 2.531], [-3.276, -0.887, 2.466], [-2.791, -2.065, 3.237], [-0.471, 1.585, 1.618], [0.937, 1.778, 1.051], [1.721, 2.690, 2.004], [2.298, 1.674, 3.792], [-0.143, -0.895, 2.045], [-0.376, -2.166, 1.306], [0.115, -3.408, 1.956], [-0.944, -4.518, 2.037], [-0.352, -5.812, 1.994], [0.581, -5.995, 2.973], [1.469, -6.778, 2.829], [0.043, -2.018, -0.141], [-0.112, -3.300, -0.606], [1.551, -1.734, -0.235], [2.395, -2.736, -1.036], [2.164, -2.718, -2.536], [3.172, -3.584, -3.274], [2.477, -3.994, -4.882], [1.927, -2.810, -5.452], [3.482, -4.582, -5.693], [0.978, -5.352, -4.577], [-3.434, -5.352, -1.801], [-2.072, -4.791, -0.901], [-3.526, -5.438, -0.061], [-3.971, -3.203, -1.997], [-4.738, -3.452, -0.458], [-1.729, -2.672, -2.032], [-2.693, -1.261, -2.098], [0.421, 1.390, -2.609], [0.550, -0.726, -4.144], [-0.438, -2.076, -3.697], [-1.538, 0.731, -4.227], [-1.269, -0.457, -5.490], [-2.466, -0.815, -4.279], [-2.964, 1.449, 0.415], [-3.647, 0.005, -0.210], [-3.703, 1.333, -3.535], [-4.775, 1.660, -2.196], [-4.266, 0.015, -2.452], [-1.265, 2.305, -1.198], [-1.845, 0.267, 3.543], [-2.780, 1.197, 2.455], [-3.631, -1.160, 1.480], [-4.158, -0.526, 2.999], [-2.712, -1.735, 4.191], [-3.504, -2.785, 3.240], [-0.451, 1.819, 2.681], [-1.127, 2.328, 1.172], [0.917, 2.313, 0.106], [1.537, 0.880, 0.939], [2.559, 3.188, 1.534], [1.035, 3.472, 2.322], [0.898, -0.592, 2.078], [-0.377, -1.134, 3.071], [-1.403, -2.267, 1.251], [0.367, -3.172, 2.986], [1.041, -3.775, 1.529], [-1.492, -4.414, 2.970], [-1.685, -4.414, 1.254], [0.433, -5.374, 3.871], [1.847, -0.706, -0.412], [1.948, -1.915, 0.769], [2.358, -3.728, -0.596], [3.421, -2.403, -0.864], [2.227, -1.694, -2.891], [1.187, -3.152, -2.730], [3.360, -4.540, -2.793], [4.088, -3.060, -3.520], [-0.458, 5.420, 5.229], [1.437, 5.394, 4.890], [-1.318, 3.779, 4.681], [-0.841, 5.842, 7.061], [-0.877, 6.210, 4.626], [-6.263, -8.000, 0.493], [-6.087, -9.780, -0.204], [-4.690, -7.461, 1.471], [-6.704, -6.729, -0.887], [-7.085, -8.008, 1.194], [7.184, -2.302, -2.352], [8.186, -1.951, -0.752], [6.535, -4.112, -2.408], [5.763, -1.012, -2.599], [7.863, -2.186, -3.185], [1.587, 2.808, -5.856], [2.173, 4.441, -6.679], [3.063, 1.688, -5.333], [0.400, 3.148, -4.373], [1.019, 2.261, -6.596], [-3.103, 5.849, -4.149], [-3.158, 4.511, -5.532], [-2.914, 7.617, -4.878], [-4.625, 5.722, -2.971], [-2.224, 5.651, -3.553], [10.336, -1.732, -5.441], [8.797, -0.571, -5.362], [11.977, -0.734, -5.455], [10.309, -3.043, -4.028], [10.281, -2.272, -6.375], [6.109, 3.910, 1.414], [8.006, 3.926, 1.107], [5.309, 2.253, 0.835], [5.673, 4.297, 3.249], [5.680, 4.698, 0.811], [3.693, -8.836, 1.301], [3.200, -9.823, -0.276], [5.066, -9.731, 2.307], [4.192, -7.026, 0.877], [2.817, -8.778, 1.932], [-0.222, 9.992, 6.549], [-0.832, 8.901, 5.076], [1.106, 9.093, 7.613], [0.399, 11.704, 5.938], [-1.076, 10.170, 7.186], [-1.139, 15.878, 5.131], [-2.443, 14.552, 5.625], [-0.075, 16.422, 6.639], [-0.042, 15.278, 3.666], [-1.680, 16.748, 4.790], [-6.662, 2.303, 3.126], [-7.892, 0.891, 3.557], [-5.724, 2.943, 4.679], [-5.431, 1.768, 1.740], [-7.241, 3.128, 2.736]],
  "lowdin_charge": [-0.07, -0.22, -0.15, -0.15, -0.15, -0.44, 0.10, -0.13, -0.07, 0.02, -0.16, -0.38, -0.03, 0.18, -0.34, -0.14, -0.25, 0.03, -0.16, -0.28, -0.63, 0.80, -0.03, 0.02, -0.06, -0.15, 0.00, -0.32, 0.09, -0.29, 0.08, -0.06, -0.16, -0.24, -0.29, 0.31, -0.33, -0.32, 0.40, 0.08, 0.07, 0.00, 0.12, 0.12, 0.13, 0.11, 0.01, 0.09, 0.09, 0.03, 0.08, 0.07, 0.09, 0.11, 0.07, 0.10, 0.08, 0.06, 0.12, 0.06, 0.09, 0.08, 0.08, 0.08, 0.03, 0.12, 0.11, 0.07, 0.01, 0.02, 0.09, 0.12, 0.15, 0.13, 0.14, 0.11, 0.10, 0.16, 0.12, 0.12, 0.12, 0.11, 0.12, 0.08, 0.10, 0.02, -1.64, 0.57, 0.58, 0.57, -0.10, -1.63, 0.60, 0.59, 0.57, -0.03, -1.64, 0.60, 0.63, 0.59, -0.15, -1.61, 0.61, 0.59, 0.64, -0.02, -1.65, 0.54, 0.59, 0.56, -0.04, -1.61, 0.60, 0.60, 0.62, -0.03, -1.64, 0.60, 0.56, 0.57, -0.03, -1.65, 0.58, 0.59, 0.55, -0.05, -1.61, 0.60, 0.57, 0.58, -0.02, -1.65, 0.55, 0.57, 0.56, -0.03, -1.62, 0.60, 0.59, 0.66, -0.03]
}